Below is an isolated molecule of C30H32N4O3 at a distorted geometry, with properties calculated with ωB97M-V/def2-TZVPD.

Strongest force on any atom = 1.10 eV/A
E_LUMO = 0.611 eV
ΔE to the lowest compared entry with this formula, charge and spin = 30.07 kcal per mole
Orbital gap = 8.328 eV
E = -43732.740 eV
SMILES = CCCNC(=O)c1ccc(N2CCC3(CC2)CC(c2ccccc2)=NO3)c(NC(=O)c2ccccc2)c1

ORCA input file:
```
! wB97M-V def2-TZVPD RIJCOSX def2/J DEFGRID3
* xyz 0 1
C 8.2902 3.5462 0.6954
H 8.8353 3.9911 1.5244
C 8.5796 2.0515 0.6129
H 8.2266 1.5567 1.5194
H 9.6573 1.8951 0.5417
C 7.9199 1.3897 -0.6001
N 6.4799 1.3962 -0.5165
C 5.7541 0.2696 -0.3173
O 6.2663 -0.8360 -0.2765
C 4.2851 0.4660 -0.1936
C 3.6666 1.6571 0.1781
C 2.2927 1.7445 0.2341
C 1.4608 0.6555 -0.0648
C 2.0985 -0.5759 -0.3287
C 3.4757 -0.6431 -0.4175
H 3.9607 -1.5837 -0.6384
N 1.3738 -1.7803 -0.4802
C 0.4707 -2.2558 0.4254
O 0.0308 -1.6037 1.3502
C 0.0082 -3.6518 0.1518
C 0.8242 -4.6351 -0.3997
C 0.3333 -5.9124 -0.6047
C -0.9732 -6.2223 -0.2660
C -1.7856 -5.2552 0.3027
C -1.2939 -3.9823 0.5186
H -1.9093 -3.2246 0.9809
H -2.8003 -5.4966 0.5829
H -1.3526 -7.2193 -0.4334
H 0.9758 -6.6708 -1.0270
H 1.8580 -4.4293 -0.6406
H 1.7976 -2.4549 -1.1015
N 0.0919 0.7720 -0.0802
C -0.6713 0.3289 -1.2246
C -2.0240 -0.2374 -0.7987
H -2.6028 -0.5033 -1.6858
H -1.8748 -1.1265 -0.1882
C -2.7898 0.7912 0.0346
C -1.9021 1.2563 1.1890
C -0.5790 1.8114 0.6605
H 0.0385 2.1057 1.5090
H -0.7826 2.6895 0.0289
H -2.4179 2.0261 1.7663
H -1.6882 0.3994 1.8290
C -4.1648 0.2815 0.4992
C -5.0817 1.2716 -0.1825
N -4.4407 2.1342 -0.8707
O -3.1037 1.9364 -0.8073
C -6.5274 1.2662 -0.0864
C -7.2749 2.2333 -0.7632
C -8.6521 2.2364 -0.6778
C -9.3066 1.2781 0.0818
C -8.5739 0.3159 0.7562
C -7.1938 0.3063 0.6754
H -6.6337 -0.4490 1.2062
H -9.0807 -0.4316 1.3490
H -10.3845 1.2819 0.1479
H -9.2220 2.9877 -1.2043
H -6.7491 2.9705 -1.3489
H -4.3609 -0.7376 0.1613
H -4.2709 0.3202 1.5844
H -0.1093 -0.4213 -1.7803
H -0.8545 1.1890 -1.8892
H 1.8450 2.6946 0.4802
H 4.2469 2.5330 0.4311
H 6.0144 2.2858 -0.5716
H 8.2322 1.9003 -1.5180
H 8.2164 0.3396 -0.6569
H 8.5958 4.0459 -0.2220
H 7.2303 3.7317 0.8546
*
```

=====

Below is an isolated molecule of C30H33BCl2O2 at a distorted geometry, with properties calculated with ωB97M-V/def2-TZVPD.

Strongest force on any atom = 3.35 eV/A
E_LUMO = -1.090 eV
Orbital gap = 7.393 eV
E = -61461.105 eV

ORCA input file:
```
! wB97M-V def2-TZVPD RIJCOSX def2/J DEFGRID3
* xyz 0 1
C 4.1922 1.1738 0.9782
C 3.3409 1.7107 -0.1523
C 4.0175 2.9576 -0.7226
O 3.3003 0.7151 -1.1631
B 1.9855 0.0386 -1.0651
C 1.3549 0.1938 -2.5692
C -0.0351 0.1195 -2.7591
C -0.6048 0.4245 -4.0147
C 0.1959 0.8349 -5.0824
C 1.5757 0.9187 -4.8948
C 2.1702 0.5983 -3.6527
C 2.1393 -1.7395 -0.7502
C 0.9193 -2.4548 -0.6397
C 0.1927 -2.5029 0.6140
O 1.1852 0.6483 -0.0253
C 1.7746 1.9240 0.2243
C 1.5930 2.3143 1.7004
C 1.1208 2.9617 -0.6628
H 4.3164 1.9021 1.7828
H 3.7759 0.2487 1.3920
H 5.1965 0.9309 0.6060
H 4.0564 3.7832 -0.0049
H 5.0523 2.7357 -0.9924
H 3.5333 3.3216 -1.6346
H -0.6599 -0.1644 -1.8919
H -1.6878 0.3717 -4.1057
H -0.2383 1.1205 -6.0308
H 2.2486 1.2652 -5.6889
H 3.2690 0.6867 -3.5354
H 2.8267 -1.9842 -1.5992
H 2.6022 -1.5806 0.2664
H 0.6564 -3.0855 -1.4603
H 0.4707 -3.4335 1.2735
H 0.3690 -1.4574 0.9997
H 2.0693 3.2930 1.9107
H 0.5223 2.4048 1.9636
H 2.0403 1.5645 2.3809
H 1.4896 3.9702 -0.4308
H 1.3159 2.7350 -1.7153
H 0.0322 2.9553 -0.5174
Cl -2.3840 -7.0040 4.6038
C -2.1829 -5.6688 3.5162
C -1.7593 -5.9104 2.2001
C -1.5078 -4.8190 1.3638
C -1.6413 -3.5140 1.8043
C -1.3284 -2.4909 0.6499
C -1.9107 -1.1200 1.0699
C -2.3489 -0.2289 0.1581
C -2.9318 1.0928 0.4060
C -3.0964 2.0304 -0.6472
C -3.7990 3.2217 -0.4428
C -4.2721 3.5376 0.8370
Cl -5.0456 5.0375 1.1357
C -4.0845 2.6486 1.9037
C -3.3951 1.4449 1.7027
C -2.0025 -3.2633 3.1363
C -2.2999 -4.3509 3.9876
H -1.4564 -6.9040 1.8896
H -1.2385 -4.9915 0.3110
H -1.9178 -2.8575 -0.2995
H -1.9579 -0.8674 2.1725
H -2.2213 -0.4540 -0.9058
H -2.7222 1.8064 -1.6485
H -3.9010 3.9686 -1.2196
H -4.3988 2.9418 2.8992
H -3.2534 0.6988 2.4911
H -2.1607 -2.2480 3.5451
H -2.4569 -4.1563 5.0486
*
```

=====

Below is C30H33ClN2O4PS2V as an isolated structure at a distorted geometry, with properties calculated with ωB97M-V/def2-TZVPD.

Strongest force on any atom = 4.48 eV/A
E_LUMO (alpha / beta) = -8.708 / -8.703 eV
ΔE to the lowest compared entry with this formula, charge and spin = 14.94 kcal per mole
Orbital gap (alpha / beta) = 5.744 / 5.748 eV
E = -111970.696 eV

ORCA input file:
```
! wB97M-V def2-TZVPD RIJCOSX def2/J DEFGRID3
* xyz 2 1
V 0.5209 -0.1054 -0.5165
Cl 4.3808 0.1270 5.4431
C 3.3765 0.3596 4.0887
C 3.3907 1.5847 3.4018
C 2.6342 1.7682 2.2659
C 1.8244 0.7277 1.7800
O 1.1875 0.7587 0.6537
C 1.7398 -0.4935 2.5280
C 0.8188 -1.5126 2.1207
N -0.0081 -1.3769 1.1428
C -0.9338 -2.3571 0.8291
C -1.4329 -3.3123 1.7019
C -2.3094 -4.3046 1.2493
C -2.6690 -4.3678 -0.0718
C -2.2037 -3.3974 -0.9841
C -2.5120 -3.4330 -2.3586
C -2.0046 -2.4577 -3.1752
C -1.2455 -1.4197 -2.6171
N -0.9578 -1.3354 -1.3309
C -1.3743 -2.3421 -0.5209
C 2.5400 -0.6641 3.6563
H 4.0189 2.3833 3.7645
H 2.6700 2.6994 1.7155
H 0.8202 -2.4248 2.7214
H -1.1663 -3.2905 2.7481
H -2.6825 -5.0374 1.9463
H -3.3123 -5.1538 -0.4391
H -3.1297 -4.2295 -2.7450
H -2.1782 -2.4690 -4.2390
H -0.9180 -0.6179 -3.2668
H 2.5042 -1.5934 4.2045
C -3.2100 1.1607 -2.1460
C -2.1486 2.2615 -2.0787
C -2.8561 3.6168 -2.1981
C -1.1585 2.2014 -3.2420
P -1.1001 2.0050 -0.5060
C -0.0572 3.5079 -0.4469
C 1.3293 3.4750 -0.5792
C 2.0649 4.6487 -0.5336
C 1.4282 5.8723 -0.3941
C 0.0493 5.9152 -0.2763
C -0.6881 4.7453 -0.2818
C -2.1109 2.0354 1.1253
C -2.5024 0.5927 1.4464
C -3.3872 2.8758 1.0971
C -1.1849 2.5583 2.2252
H -3.5361 1.0291 -3.1759
H -4.0865 1.4384 -1.5637
H -2.8385 0.2071 -1.7770
H -3.4893 3.5632 -3.0841
H -2.1536 4.4306 -2.3559
H -3.5033 3.8454 -1.3585
H -1.6999 2.2661 -4.1839
H -0.5634 1.2896 -3.2469
H -0.4645 3.0399 -3.1935
H 1.8392 2.5321 -0.7484
H 3.1401 4.6063 -0.6207
H 2.0025 6.7842 -0.3807
H -0.4596 6.8618 -0.1793
H -1.7559 4.8044 -0.1606
H -3.0076 0.1153 0.6080
H -3.1797 0.5836 2.2987
H -1.6157 0.0214 1.7135
H -4.1018 2.5035 0.3700
H -3.1982 3.9302 0.9269
H -3.8534 2.7980 2.0787
H -0.2421 2.0111 2.2438
H -1.6685 2.4249 3.1915
H -0.9716 3.6173 2.1023
O 1.1385 -2.2038 -3.1790
S 1.9514 -1.5760 -2.1933
O 1.4329 -1.7986 -0.8200
O 3.3672 -1.5636 -2.2554
S 1.5300 0.4932 -2.3084
*
```

=====

Below is C30H33N4O4PdS2 as an isolated structure at a distorted geometry, with properties calculated with ωB97M-V/def2-TZVPD.

Strongest force on any atom = 3.18 eV/A
E_LUMO (alpha / beta) = -6.075 / -6.064 eV
ΔE to the lowest compared entry with this formula, charge and spin = 0.00 kcal per mole
Orbital gap (alpha / beta) = 5.056 / 5.071 eV
E = -70938.309 eV

ORCA input file:
```
! wB97M-V def2-TZVPD RIJCOSX def2/J DEFGRID3
* xyz 1 1
Pd 0.0520 -0.5827 -0.2292
C 0.3593 0.7172 5.6300
C -0.4584 0.7753 4.3335
C -1.1813 -0.5131 3.9953
C -2.1768 -0.9742 4.8396
C -2.9561 -2.0729 4.5027
C -2.7836 -2.7111 3.2794
C -1.8068 -2.2902 2.4017
C -1.6357 -2.9760 1.0809
C -0.8106 -4.2606 1.1732
C -0.9463 -1.2407 2.8039
N 0.1502 -0.9241 1.9946
C 1.3388 -0.6726 2.4308
C 2.3146 -0.2916 1.5342
C 3.7005 -0.0872 1.6562
C 4.1727 0.2045 0.3819
C 3.0664 0.1611 -0.4815
N 1.9689 -0.1112 0.2322
H 0.8360 1.6831 5.7996
H 1.1416 -0.0490 5.5793
H -0.2744 0.4893 6.4877
H 0.1941 1.0912 3.5240
H -1.2114 1.5587 4.4328
H -2.3620 -0.4486 5.7715
H -3.7375 -2.4064 5.1781
H -3.4314 -3.5367 3.0025
H -1.1801 -2.2848 0.4120
H -2.6207 -3.2060 0.6775
H 0.1708 -4.0695 1.6201
H -0.6601 -4.6954 0.1815
H -1.3216 -4.9996 1.7927
H 1.5990 -0.8424 3.4705
H 4.2693 -0.1312 2.5805
H 5.1947 0.3997 0.0856
H 3.0377 0.2932 -1.5539
S -0.3312 -1.1967 -2.5617
C 0.8863 -2.3469 -2.1439
C 1.5761 -3.1959 -2.9955
C 2.5954 -3.9519 -2.4574
C 2.8963 -3.8531 -1.0956
C 2.1492 -3.0104 -0.3153
N 1.1526 -2.2896 -0.8529
H 1.3113 -3.2392 -4.0465
H 3.1816 -4.6051 -3.0945
H 3.6980 -4.4242 -0.6479
H 2.3333 -2.8850 0.7441
C 4.0483 6.8371 -0.2118
C 2.9764 6.2032 0.6415
C 2.8716 4.8157 0.7464
C 1.8800 4.2240 1.5117
C 0.9618 5.0401 2.1637
C 1.0399 6.4264 2.0695
C 2.0550 6.9964 1.3192
S -0.2660 4.3567 3.2160
O 0.3840 3.5928 4.2450
O -1.1823 5.4109 3.5265
N -1.1044 3.2533 2.3439
C -1.7869 3.7106 1.1048
C -2.4584 2.5220 0.4295
C -1.5505 1.3776 0.0788
O -2.0134 0.2121 0.0144
O -0.2866 1.5306 -0.0960
H 4.8681 6.1431 -0.4068
H 4.4562 7.7294 0.2682
H 3.6335 7.1456 -1.1753
H 3.5894 4.1917 0.2253
H 1.8210 3.1402 1.6000
H 0.3081 7.0360 2.5865
H 2.1356 8.0764 1.2611
H -0.5353 2.4251 2.1861
H -1.0803 4.1968 0.4265
H -2.5512 4.4321 1.3806
H -2.9436 2.8534 -0.4921
H -3.2240 2.1044 1.0822
*
```

=====

Below is C30H34As2O8P2RuS as an isolated structure, with properties calculated with ωB97M-V/def2-TZVPD.

Strongest force on any atom = 0.69 eV/A
E_LUMO (alpha / beta) = -6.354 / -7.823 eV
ΔE to the lowest compared entry with this formula, charge and spin = 0.00 kcal per mole
Orbital gap (alpha / beta) = 7.670 / 6.249 eV
E = -201704.189 eV
Expectation value of S² = 6.036

ORCA input file:
```
! wB97M-V def2-TZVPD RIJCOSX def2/J DEFGRID3
* xyz 2 5
Ru 0.5314 0.3876 -0.4011
O 0.4389 0.1078 3.9186
P -0.3540 0.1896 2.5822
O -1.8056 -0.2240 2.8280
O 0.3598 -0.5934 1.5059
O -0.4481 1.7079 2.1173
P 0.5311 2.6216 1.1569
O 0.4676 4.0286 1.8248
O 1.8838 2.0004 1.1519
O -0.1726 2.5314 -0.1872
H -0.0495 0.2295 4.7409
H -0.1135 4.6720 1.4029
C 3.8920 0.9416 -1.3334
C 3.3282 0.8910 -2.7468
As 1.3581 0.8222 -2.7252
C 0.8168 -0.4648 -4.0435
C -0.1939 -1.3742 -3.7627
C -0.5809 -2.2907 -4.7294
C 0.0418 -2.2974 -5.9679
C 1.0508 -1.3848 -6.2510
C 1.4397 -0.4636 -5.2915
C 0.7238 2.5420 -3.3027
C 1.3180 3.6941 -2.7954
C 0.8791 4.9342 -3.2246
C -0.1577 5.0227 -4.1459
C -0.7541 3.8730 -4.6417
C -0.3151 2.6251 -4.2222
As 2.9004 -0.3443 -0.2568
C 3.6343 -0.5899 1.4859
C 4.2476 0.4602 2.1634
C 4.8159 0.2190 3.4029
C 4.7566 -1.0506 3.9636
C 4.1332 -2.0898 3.2872
C 3.5726 -1.8652 2.0409
C 3.0308 -2.0256 -1.1831
C 1.9036 -2.8235 -1.3320
C 1.9956 -4.0325 -2.0060
C 3.2128 -4.4390 -2.5310
C 4.3435 -3.6455 -2.3762
C 4.2576 -2.4394 -1.6996
H 3.7547 1.9119 -0.8569
H 4.9531 0.6934 -1.3084
H 3.6529 -0.0076 -3.2714
H 3.6275 1.7592 -3.3326
H -0.6840 -1.3698 -2.7951
H -1.3703 -2.9990 -4.5155
H -0.2611 -3.0138 -6.7197
H 1.5318 -1.3885 -7.2195
H 2.2186 0.2531 -5.5253
H 2.1194 3.6316 -2.0671
H 1.3463 5.8333 -2.8457
H -0.4957 5.9933 -4.4834
H -1.5553 3.9447 -5.3647
H -0.7703 1.7287 -4.6264
H 4.2658 1.4571 1.7450
H 5.3034 1.0248 3.9345
H 5.2023 -1.2307 4.9328
H 4.0885 -3.0772 3.7262
H 3.0982 -2.6810 1.5091
H 0.9503 -2.5162 -0.9108
H 1.1189 -4.6566 -2.1165
H 3.2849 -5.3811 -3.0576
H 5.2936 -3.9699 -2.7784
H 5.1497 -1.8371 -1.5700
O -1.7324 -0.0224 -0.5833
S -2.5412 -0.0065 0.6715
C -3.5219 1.5008 0.7789
C -4.9820 1.0464 0.8510
C -5.0897 -0.2788 0.0895
C -3.9301 -1.1410 0.5804
H -3.2752 2.0545 -0.1285
H -3.1643 2.0467 1.6511
H -5.6306 1.8108 0.4273
H -5.2691 0.9103 1.8941
H -5.0004 -0.1192 -0.9866
H -6.0367 -0.7814 0.2770
H -3.6367 -1.9766 -0.0521
H -4.0715 -1.4832 1.6087
*
```

=====

Below is C30H34BN6O4S5Y as an isolated structure at a distorted geometry, with properties calculated with ωB97M-V/def2-TZVPD.

Strongest force on any atom = 2.77 eV/A
E_LUMO = -0.334 eV
ΔE to the lowest compared entry with this formula, charge and spin = 8.49 kcal per mole
Orbital gap = 7.585 eV
E = -104695.624 eV

ORCA input file:
```
! wB97M-V def2-TZVPD RIJCOSX def2/J DEFGRID3
* xyz 0 1
Y 0.1625 0.3923 1.0291
C 1.2025 -1.1259 -4.0535
C 1.4511 -2.3511 -3.1785
S 0.8910 -2.2123 -1.4279
C -0.4415 -3.4499 -1.4099
C -1.6970 -3.0613 -2.1840
S -2.5308 -1.5534 -1.5640
C -2.6849 -0.5891 -3.1022
C -1.3784 0.0473 -3.5657
S -0.4778 -1.0181 -4.7484
H 1.8524 -1.1699 -4.9290
H 1.4019 -0.2066 -3.5105
H 2.5262 -2.5361 -3.1245
H 0.9671 -3.2272 -3.6093
H -0.6571 -3.5837 -0.3507
H -0.0326 -4.3783 -1.8130
H -2.4203 -3.8759 -2.1198
H -1.4600 -2.8670 -3.2266
H -3.4130 0.1877 -2.8600
H -3.1167 -1.2281 -3.8730
H -0.7233 0.2404 -2.7210
H -1.5777 0.9894 -4.0779
C 4.1732 -0.3943 -0.7972
N 4.0303 0.9199 -0.2189
C 4.9881 1.6013 0.5044
C 4.4857 2.8305 0.7514
N 3.2418 2.9168 0.1793
B 2.4262 4.2259 -0.0163
N 1.0173 4.1534 0.6748
C 0.0179 5.0206 0.3062
C -1.0153 4.8833 1.1683
N -0.6496 3.9169 2.0758
C -1.4234 3.4793 3.2223
C 0.5904 3.4648 1.7449
S 1.3977 2.2246 2.6194
C 2.9587 1.7378 -0.3829
S 1.4936 1.3040 -1.1698
H 4.7986 -1.0126 -0.1564
H 4.6244 -0.3262 -1.7890
H 3.1904 -0.8449 -0.8881
H 5.9253 1.1486 0.7741
H 4.9051 3.6517 1.3033
H 3.0533 5.1215 0.4846
H 2.2237 4.3657 -1.1926
H 0.1396 5.6678 -0.5440
H -1.9642 5.3866 1.2260
H -2.2595 4.1629 3.3544
H -0.7904 3.4915 4.1078
H -1.7880 2.4626 3.0866
O -2.8350 -0.9701 3.4902
C -1.8779 -0.7831 2.7758
O -1.3237 0.3622 2.5081
C -1.1785 -1.9519 2.0119
O -1.2393 -3.1083 2.3769
O -0.5329 -1.5274 0.9681
N -1.5820 1.5907 -0.0139
C -2.7196 1.6999 0.0953
C -4.1174 1.8473 0.2825
C -4.7515 3.0309 -0.1045
C -6.1041 3.1784 0.1343
C -6.8174 2.1577 0.7520
C -6.1837 0.9807 1.1262
C -4.8304 0.8139 0.8957
H -4.1791 3.8161 -0.5806
H -6.6042 4.0929 -0.1540
H -7.8735 2.2853 0.9491
H -6.7413 0.1906 1.6097
H -4.3189 -0.0912 1.1970
N 2.0432 -0.8641 1.7392
C 2.3178 -1.9801 1.7772
C 2.6837 -3.3506 1.7021
C 4.0162 -3.6978 1.4635
C 4.3424 -5.0211 1.2406
C 3.3502 -5.9932 1.2639
C 2.0355 -5.6494 1.5445
C 1.6883 -4.3283 1.7697
H 4.7803 -2.9319 1.4612
H 5.3716 -5.2937 1.0497
H 3.6124 -7.0273 1.0818
H 1.2707 -6.4130 1.5901
H 0.6636 -4.0474 1.9887
*
```

=====

Among the records above, which one has the highest E? C30H32N4O3

=====

Look up the strongest force on any atom of the first one. 1.10 eV/A

=====

The highest strongest force on any atom belongs to which entry? C30H33ClN2O4PS2V

=====

Which of these has the highest strongest force on any atom? C30H33ClN2O4PS2V